C34H47FN4O5P | ωB97M-V/def2-TZVPD

The geometry in ORCA input format:
```
! RIJCOSX wB97M-V def2-TZVPD def2/J DEFGRID3
* xyz 1 1
C -5.027 -0.679 -4.183
C -3.609 0.112 -4.489
C -2.704 -0.019 -3.101
C -1.086 -0.096 -3.426
C -0.150 0.233 -2.110
C 1.416 0.389 -2.581
C 2.468 -0.438 -1.584
C 3.241 0.651 -0.582
C 4.736 0.139 -0.105
C 5.003 0.393 1.526
C 4.702 2.006 1.857
N 5.456 2.776 0.810
C 4.782 4.031 0.341
O 3.473 3.922 -0.023
N 5.381 5.401 0.144
C 4.974 6.400 1.196
O 3.727 6.924 1.104
F 5.823 6.898 2.313
C 6.927 2.925 1.097
N 7.769 3.093 -0.006
N 7.521 2.844 2.518
C 6.421 3.422 3.391
C 5.140 2.387 3.427
C 5.356 1.060 4.365
C 5.505 1.350 5.970
C 6.978 1.887 6.451
C 6.688 3.310 7.281
P 3.654 3.447 4.111
O 3.147 4.539 3.087
H -4.820 -1.842 -4.094
H -5.575 -0.251 -3.233
H -5.781 -0.550 -5.091
H -3.034 -0.363 -5.420
H -3.827 1.227 -4.771
H -2.897 0.975 -2.482
H -3.111 -0.959 -2.522
H -0.859 -1.211 -3.771
H -0.786 0.675 -4.268
H -0.217 -0.675 -1.349
H -0.575 1.214 -1.600
H 1.524 -0.142 -3.642
H 1.743 1.501 -2.741
H 1.897 -1.274 -0.993
H 3.320 -0.863 -2.295
H 3.401 1.611 -1.233
H 2.578 0.803 0.371
H 4.808 -1.011 -0.343
H 5.593 0.655 -0.758
H 4.289 -0.328 2.133
H 6.132 0.174 1.778
H 3.537 2.104 1.832
H 6.400 5.394 -0.062
H 8.519 3.822 -0.057
H 7.590 2.511 -0.878
H 8.361 3.463 2.564
H 6.032 4.393 2.814
H 6.775 3.802 4.439
H 6.344 0.518 3.970
H 4.485 0.251 4.259
H 5.348 0.297 6.511
H 4.675 2.055 6.425
H 7.711 2.071 5.540
H 7.427 1.140 7.258
H 5.817 3.066 8.060
H 6.213 4.115 6.543
H 7.626 3.703 7.860
H 4.191 4.084 5.315
H 2.588 2.558 4.524
C -8.994 -8.458 -3.722
C -8.223 -7.797 -4.678
C -8.009 -6.422 -4.574
C -8.580 -5.702 -3.517
C -9.372 -6.358 -2.576
C -9.570 -7.742 -2.672
C -10.019 -5.601 -1.485
O -10.712 -6.177 -0.655
C -9.826 -4.139 -1.413
C -10.481 -3.400 -0.419
C -10.294 -2.019 -0.336
C -9.448 -1.374 -1.238
C -8.799 -2.106 -2.233
C -8.997 -3.490 -2.327
C -8.334 -4.250 -3.405
O -7.594 -3.684 -4.201
H -9.153 -9.531 -3.798
H -7.785 -8.353 -5.504
H -7.402 -5.914 -5.321
H -10.176 -8.263 -1.933
H -11.141 -3.897 0.291
H -10.807 -1.447 0.434
H -9.296 -0.299 -1.169
H -8.144 -1.595 -2.936
*
```

Atomic partial charges in e from the Mulliken method, atoms 1 to 2:
1 C -0.959
2 C -0.400

***

C34H47KN4OP3S | ωB97M-V/def2-TZVPD

The geometry in ORCA input format:
```
! RIJCOSX wB97M-V def2-TZVPD def2/J DEFGRID3
* xyz 1 1
K -0.099 -0.410 -0.233
C -5.439 6.323 2.085
S -6.010 5.014 0.971
C -4.394 4.394 0.402
C -4.565 2.974 -0.118
C -3.245 2.252 -0.382
N -2.316 2.229 0.787
P -0.677 2.632 0.278
C 0.103 2.877 1.910
C 1.368 2.364 2.165
C 2.021 2.665 3.354
C 1.417 3.501 4.279
C 0.160 4.034 4.024
C -0.496 3.718 2.849
C -0.749 4.416 -0.224
C -1.396 4.767 -1.414
C -1.480 6.087 -1.828
C -0.869 7.089 -1.094
C -0.140 6.750 0.035
C -0.068 5.431 0.456
P -2.436 0.564 1.414
C -4.081 0.676 2.200
C -4.495 1.811 2.897
C -5.755 1.857 3.467
C -6.620 0.778 3.333
C -6.219 -0.349 2.634
C -4.951 -0.402 2.071
C -1.433 0.299 2.946
C -1.662 0.860 4.202
C -0.949 0.434 5.309
C -0.016 -0.586 5.199
C 0.202 -1.176 3.968
C -0.500 -0.734 2.856
H -6.323 6.836 2.455
H -4.810 7.030 1.547
H -4.894 5.885 2.920
H -3.711 4.417 1.253
H -4.013 5.064 -0.369
H -5.126 2.992 -1.057
H -5.160 2.409 0.598
H -2.753 2.729 -1.228
H -3.483 1.228 -0.708
H 1.855 1.748 1.415
H 3.010 2.269 3.545
H 1.931 3.748 5.199
H -0.301 4.705 4.738
H -1.463 4.153 2.626
H -1.832 4.008 -2.048
H -2.018 6.329 -2.736
H -0.933 8.121 -1.413
H 0.382 7.514 0.597
H 0.541 5.208 1.317
H -3.843 2.675 2.951
H -6.072 2.738 4.009
H -7.610 0.823 3.767
H -6.898 -1.184 2.517
H -4.635 -1.281 1.521
H -2.410 1.626 4.326
H -1.130 0.897 6.271
H 0.516 -0.934 6.075
H 0.899 -2.000 3.873
H -0.344 -1.237 1.915
C 3.301 -5.113 -0.524
N 2.044 -4.440 -0.801
C 1.142 -5.197 -1.668
P 1.309 -3.396 0.268
O 0.343 -2.530 -0.452
N 2.510 -2.453 0.944
C 3.317 -1.696 -0.014
C 3.196 -2.718 2.197
N 0.576 -4.188 1.532
C -0.879 -4.184 1.659
C 1.210 -5.346 2.148
H 3.886 -5.185 -1.444
H 3.150 -6.128 -0.141
H 3.888 -4.552 0.203
H 1.575 -5.284 -2.667
H 0.191 -4.675 -1.749
H 0.960 -6.206 -1.282
H 2.839 -1.701 -0.993
H 4.318 -2.123 -0.131
H 3.433 -0.662 0.325
H 2.556 -3.289 2.863
H 3.433 -1.769 2.684
H 4.136 -3.264 2.051
H -1.305 -3.405 1.033
H -1.162 -3.997 2.699
H -1.304 -5.145 1.353
H 2.273 -5.376 1.916
H 0.758 -6.282 1.802
H 1.093 -5.302 3.234
*
```

For the energy relative to the best compared isomer or geometry (same formula, charge and spin), the calculation gives 131.2 kJ/mol.

Atomic partial charges in e from the Mulliken method, atoms 1 to 2:
1 K 1.038
2 C -0.830

***

C34H48AuN5O2SSi2 | ωB97M-V/def2-TZVPD

The geometry in ORCA input format:
```
! RIJCOSX wB97M-V def2-TZVPD def2/J DEFGRID3
* xyz 0 1
Au 0.534 -0.757 0.926
C 3.423 2.575 1.083
C 3.916 1.497 0.158
C 4.851 1.793 -0.829
C 5.371 0.802 -1.645
C 4.970 -0.514 -1.473
C 4.032 -0.847 -0.504
C 3.638 -2.276 -0.258
C 3.490 0.171 0.287
N 2.499 -0.178 1.246
C 2.864 -0.092 2.555
O 3.967 0.207 2.982
C 1.759 -0.409 3.539
C 1.829 -0.294 4.914
C 0.686 -0.600 5.648
C -0.490 -0.999 5.020
C -0.486 -1.083 3.641
N 0.628 -0.806 2.993
C -1.654 -1.464 2.759
O -2.712 -1.789 3.275
N -1.388 -1.410 1.428
C -2.381 -1.905 0.540
C -2.572 -3.289 0.433
C -1.798 -4.238 1.302
C -3.485 -3.765 -0.498
C -4.197 -2.895 -1.310
C -4.016 -1.529 -1.177
C -3.119 -1.016 -0.246
C -2.980 0.465 -0.055
H 3.628 3.561 0.665
H 3.932 2.495 2.045
H 2.355 2.493 1.289
H 5.182 2.818 -0.946
H 6.100 1.052 -2.406
H 5.396 -1.297 -2.090
H 4.119 -2.942 -0.974
H 2.557 -2.413 -0.335
H 3.928 -2.584 0.749
H 2.750 0.031 5.375
H 0.710 -0.515 6.726
H -1.395 -1.229 5.565
H -0.735 -3.983 1.316
H -1.900 -5.261 0.942
H -2.159 -4.194 2.332
H -3.632 -4.835 -0.591
H -4.899 -3.283 -2.037
H -4.589 -0.844 -1.791
H -3.809 0.986 -0.536
H -2.052 0.834 -0.490
H -2.959 0.727 1.005
C 0.255 2.200 -0.746
Si 0.268 1.007 -2.182
C 1.920 1.206 -3.027
C -1.096 1.480 -3.389
C -0.014 -0.783 -1.724
Si 0.493 -2.237 -2.808
C 2.276 -2.216 -3.387
C 0.168 -3.823 -1.870
C -0.607 -2.151 -4.325
H 0.093 3.212 -1.134
H 1.231 2.180 -0.262
H -0.491 1.995 0.017
H 2.076 2.262 -3.269
H 1.984 0.640 -3.958
H 2.735 0.887 -2.376
H -0.952 2.507 -3.737
H -2.081 1.412 -2.921
H -1.102 0.830 -4.265
H -0.463 -1.180 -0.841
H 2.958 -1.960 -2.582
H 2.436 -1.497 -4.192
H 2.547 -3.206 -3.765
H 1.031 -4.118 -1.269
H -0.049 -4.641 -2.563
H -0.694 -3.715 -1.210
H -0.460 -1.219 -4.873
H -1.663 -2.224 -4.053
H -0.369 -2.977 -5.001
S -0.397 2.241 2.853
C -1.639 3.199 2.247
N -2.911 3.035 2.652
C -4.058 3.751 2.112
C -3.743 4.225 0.704
C -2.426 4.982 0.716
N -1.403 4.153 1.332
H -3.047 2.298 3.323
H -4.309 4.604 2.750
H -4.912 3.075 2.110
H -4.544 4.865 0.336
H -3.658 3.364 0.037
H -2.537 5.924 1.263
H -2.106 5.222 -0.297
H -0.447 4.218 1.027
*
```

For the energy relative to the best compared isomer or geometry (same formula, charge and spin), the calculation gives 0.0 kJ/mol.

Atomic partial charges in e from the Mulliken method, atoms 1 to 2:
1 Au 1.141
2 C -1.916

***

The records above yield LUMO energy values of -5.5095 -1.9927 -1.4749 eV, respectively.
The records above yield HOMO values of -10.59 -10.11 -7.72 eV, respectively.